1.
Computed, not measured: the molecule C12H13N3, with ωB97M-V/def2-TZVPD.

orbital gap: 8.9 eV
HOMO: -8.1091 eV
energy relative to the best compared isomer or geometry (same formula, charge and spin): 68.4 kcal/mol

Atoms and positions in Å:
N (-1.7215, -1.5845, -2.4812)
C (2.7710, -2.8795, 1.0617)
C (1.7599, -1.9513, 1.4050)
C (2.9000, 1.5053, 1.8172)
C (3.0683, 0.1000, 2.0040)
C (1.6111, 1.7537, 1.3633)
C (1.8691, -0.4911, 1.7125)
C (-0.4219, -1.1842, -2.4502)
C (-2.5327, -1.3517, -1.5199)
C (0.0834, -0.5740, -1.2367)
C (-2.1578, -0.7569, -0.3739)
C (-0.8310, -0.3944, -0.1587)
N (0.9485, 0.4991, 1.4100)
N (-0.4714, 0.2083, 1.0743)
C (-1.1738, -0.0330, 2.3251)
H (3.7846, -2.5620, 0.9679)
H (2.4088, -3.8074, 0.6687)
H (0.6485, -2.3355, 1.3742)
H (3.7018, 2.2231, 1.8067)
H (3.9267, -0.4278, 2.2707)
H (1.1031, 2.6915, 1.1710)
H (0.1951, -1.3234, -3.3049)
H (-3.5199, -1.7885, -1.5972)
H (1.0896, -0.1939, -1.3328)
H (-2.9867, -0.8727, 0.2692)
H (-0.5996, -0.8472, 2.8098)
H (-1.2142, 0.9392, 2.9624)
H (-2.2917, -0.4184, 2.2431)

=====

2.
Computed, not measured: a structure of composition C12H13N9O4SZn, with ωB97M-V/def2-TZVPD.

orbital gap: 6.8 eV
HOMO: -7.4043 eV

Atoms and positions in Å:
Zn (0.3104, 0.9796, 0.5768)
O (-3.7358, -2.6456, 4.5882)
C (-4.1879, -2.0620, 3.5907)
O (-5.3062, -2.0646, 3.0446)
C (-3.1695, -1.1193, 2.9018)
C (-3.5628, -0.3208, 1.8367)
C (-2.6247, 0.4296, 1.1663)
N (-1.3291, 0.4157, 1.5082)
C (-0.9345, -0.3367, 2.5675)
C (-1.8298, -1.0995, 3.2811)
C (0.5579, -0.3588, 2.8996)
O (0.9741, -1.0873, 3.7642)
O (1.3202, 0.4105, 2.1388)
H (-4.6034, -0.3335, 1.5419)
H (-2.8897, 1.0544, 0.3220)
H (-1.5010, -1.6978, 4.1192)
C (-0.3537, -1.3694, -4.8081)
C (-0.3877, -2.3648, -3.6477)
C (0.3361, -1.8514, -2.4356)
N (0.0501, -0.7568, -1.8323)
N (0.8696, -0.5197, -0.7427)
C (1.7765, -1.4509, -0.5422)
N (2.6875, -1.4019, 0.4456)
S (1.6690, -2.7140, -1.7087)
H (-0.9321, -1.7490, -5.6496)
H (0.6693, -1.1979, -5.1459)
H (-0.7794, -0.4151, -4.5001)
H (0.0497, -3.3167, -3.9487)
H (-1.4197, -2.5648, -3.3566)
H (2.4775, -0.7596, 1.2209)
H (3.2042, -2.2356, 0.6663)
N (3.4993, 5.0263, 0.3798)
N (2.6804, 4.0545, -0.1518)
N (2.8790, 3.5648, -1.3561)
C (1.9465, 2.6237, -1.4031)
N (1.2323, 2.5904, -0.2720)
N (1.7375, 3.5193, 0.5327)
H (3.8832, 5.5662, -0.3841)
H (2.9682, 5.5746, 1.0436)
H (1.7685, 1.9841, -2.2512)

=====

3.
Computed, not measured: the molecule C12H13NOSe, with ωB97M-V/def2-TZVPD.

orbital gap (spin up / spin down): 7.1 / 7.1 eV
HOMO (spin up / spin down): -8.0844 / -8.0784 eV
energy relative to the best compared isomer or geometry (same formula, charge and spin): 61.5 kcal/mol

Atoms and positions in Å:
C (0.1849, -1.2500, 2.2915)
C (-3.8071, 2.0153, -0.5645)
C (-2.5024, 2.4332, -0.6728)
C (-4.2210, 0.7223, -0.6566)
C (-1.5121, 1.4177, -0.7495)
C (-3.2856, -0.2436, -0.7865)
C (-1.9324, 0.0826, -0.8069)
C (2.0878, -0.1217, -1.1481)
C (2.4494, -2.0474, 0.4210)
C (3.8514, 0.0775, 0.6455)
C (-0.0675, -0.5004, 1.1359)
C (2.6948, -0.6740, -0.0324)
N (0.3299, -1.8621, 3.2285)
O (1.1169, -0.8298, -1.6957)
Se (-0.5996, -1.2862, -0.4539)
H (-4.5386, 2.8387, -0.6027)
H (-2.3870, 3.4633, -1.0680)
H (-5.2609, 0.4695, -0.4819)
H (-0.4262, 1.6275, -0.9031)
H (-3.4608, -1.2945, -0.9791)
H (2.3871, 0.8890, -1.3418)
H (2.5707, -2.7880, -0.4666)
H (1.4562, -2.3063, 0.5721)
H (3.1315, -2.2874, 1.3645)
H (3.8479, -0.0952, 1.7405)
H (3.6674, 1.2141, 0.4927)
H (4.8471, -0.1118, 0.1797)
H (-0.6215, 0.4475, 1.3383)

=====

4.
Computed, not measured: a structure of composition C12H14BBeN9, with ωB97M-V/def2-TZVPD.

orbital gap (spin up / spin down): 5.2 / 4.0 eV
net charge: +2
HOMO (spin up / spin down): -15.6259 / -15.3979 eV
energy relative to the best compared isomer or geometry (same formula, charge and spin): 53.1 kcal/mol

Atoms and positions in Å:
C (-1.3318, 1.2744, 2.5983)
N (-1.0607, 1.0903, 1.2929)
N (-1.4371, 2.2469, 0.6246)
C (-1.8690, 3.1661, 1.5244)
C (-1.8205, 2.6040, 2.8115)
B (-1.4113, 2.3645, -0.9160)
N (0.0039, 2.2568, -1.5402)
N (0.7733, 1.1123, -1.4774)
C (1.8666, 1.3126, -2.2246)
C (1.8595, 2.6513, -2.7423)
C (0.6524, 3.1967, -2.2793)
Be (-0.0985, -0.0943, 0.0760)
N (-2.2140, 1.1607, -1.4576)
N (-1.7669, -0.0949, -1.1715)
C (-2.6120, -0.9701, -1.7381)
C (-3.6402, -0.2607, -2.4148)
C (-3.3433, 1.0950, -2.2070)
H (-2.5028, -2.0304, -1.6747)
H (-3.8578, 1.9858, -2.5402)
H (-4.4707, -0.6563, -2.9680)
H (-1.9188, 3.4080, -1.2441)
H (0.2232, 4.1781, -2.4074)
H (-2.1614, 4.1488, 1.1912)
H (2.5941, 3.1728, -3.3270)
H (-2.0765, 3.1153, 3.7208)
H (2.6516, 0.6154, -2.4189)
H (-1.1986, 0.5690, 3.3874)
H (1.8936, -1.7582, -0.6273)
C (2.8964, -2.0419, -0.3335)
H (3.5814, -1.8251, -1.1747)
H (3.1834, -1.4702, 0.5572)
H (2.9056, -3.1131, -0.0865)
N (0.5280, -1.6542, 1.1124)
C (0.9180, -2.6492, 1.6690)
N (1.1775, -3.7928, 2.2223)
C (2.2693, -4.1653, 2.7902)
N (3.1856, -4.6199, 3.3291)

=====

5.
Computed, not measured: a structure of composition C12H14BF3N6O2Pt, with ωB97M-V/def2-TZVPD.

orbital gap (spin up / spin down): 6.8 / 3.4 eV
expectation value of S²: 2.019
net charge: +2
spin multiplicity: 3
HOMO (spin up / spin down): -16.1541 / -16.1617 eV
energy relative to the best compared isomer or geometry (same formula, charge and spin): 12.2 kcal/mol

Atoms and positions in Å:
C (-0.4269, 3.0346, -0.7794)
N (-0.3626, 1.8333, -1.4076)
N (0.0352, 1.9784, -2.6905)
C (0.1500, 3.2906, -2.9336)
C (-0.1370, 3.9704, -1.7556)
B (0.2463, 0.7562, -3.6370)
N (1.3523, -0.0939, -2.9452)
N (1.1818, -0.5072, -1.6439)
C (2.2499, -1.2523, -1.2792)
C (3.0636, -1.3946, -2.4113)
C (2.4910, -0.6355, -3.4247)
Pt (-0.3838, 0.0579, -0.5635)
N (-1.0490, -0.0990, -3.4161)
N (-1.5371, -0.2943, -2.1540)
C (-2.7056, -0.9603, -2.2152)
C (-3.0170, -1.1220, -3.5622)
C (-1.9536, -0.5726, -4.2941)
H (-3.2796, -1.2061, -1.3206)
H (-1.6998, -0.5006, -5.3556)
H (-3.9174, -1.5183, -4.0022)
H (0.4598, 1.0944, -4.7734)
H (2.7875, -0.4764, -4.4575)
H (0.5019, 3.5625, -3.9142)
H (3.9693, -1.9744, -2.4991)
H (-0.0985, 5.0352, -1.6728)
H (2.3984, -1.6436, -0.2804)
H (-0.6973, 3.2095, 0.2480)
H (0.3749, -1.8964, 1.3292)
C (0.3078, -2.9665, 1.6115)
H (0.5242, -3.6634, 0.7682)
H (0.9336, -3.1886, 2.4975)
H (-0.7472, -3.2328, 1.8363)
F (-2.7625, 0.9408, 3.5654)
C (-2.1697, 0.4464, 2.4633)
F (-0.8191, 0.5675, 2.6555)
F (-2.4163, -0.9020, 2.4248)
C (-2.6779, 1.1212, 1.1434)
O (-3.6584, 1.8480, 1.2502)
O (-2.1306, 0.8505, 0.0172)

=====

6.
Computed, not measured: a structure of composition C12H14ClIN2Sn, with ωB97M-V/def2-TZVPD.

orbital gap: 6.1 eV
HOMO: -6.7947 eV
energy relative to the best compared isomer or geometry (same formula, charge and spin): 75.8 kcal/mol

Atoms and positions in Å:
C (0.7593, 3.4748, 1.0741)
C (3.2167, 0.4473, 0.8043)
H (0.5575, 3.6946, 0.0241)
H (1.7569, 3.8953, 1.3073)
H (0.0444, 3.9825, 1.7383)
H (3.2168, 0.1454, -0.2498)
H (3.8654, 1.3544, 0.8407)
H (3.5635, -0.3135, 1.5066)
C (-1.9577, 1.8049, -0.0281)
C (-3.2603, 1.6163, -0.4649)
C (-3.5927, 0.3857, -1.0466)
C (-2.6297, -0.6039, -1.1153)
H (-1.6740, 2.7418, 0.4675)
H (-3.9554, 2.4516, -0.3411)
H (-4.5916, 0.2206, -1.4342)
H (-2.8454, -1.5746, -1.5646)
N (-0.9961, 0.8716, -0.1010)
C (-1.3389, -0.3470, -0.6138)
C (-0.3010, -1.4183, -0.6545)
N (0.8829, -1.1602, -0.0841)
C (1.7995, -2.1337, -0.0234)
C (0.5012, -3.5934, -1.3865)
C (1.7067, -3.3245, -0.7506)
H (2.6500, -1.9118, 0.6171)
H (2.5721, -3.9724, -0.7846)
C (-0.5279, -2.6594, -1.3092)
H (-1.4819, -2.8307, -1.7854)
H (0.3601, -4.5108, -1.9548)
Sn (1.2827, 1.3390, 1.1755)
I (-0.7323, 2.3183, 3.2797)
Cl (1.1494, -0.3901, 2.8570)

=====

7.
Computed, not measured: the ion C12H14ClN2 with charge +1, with ωB97M-V/def2-TZVPD.

orbital gap (spin up / spin down): 6.8 / 6.8 eV
net charge: +1
HOMO (spin up / spin down): -11.3735 / -11.3757 eV
energy relative to the best compared isomer or geometry (same formula, charge and spin): 87.2 kcal/mol

Atoms and positions in Å:
C (4.6829, 0.3408, 0.3192)
C (4.1934, -0.8569, -0.0362)
C (3.8149, 1.4320, 0.4906)
C (2.7103, -0.9969, -0.2096)
C (2.4623, 1.3361, 0.2848)
C (1.7993, 0.1408, -0.0370)
C (-1.2678, -1.6178, 0.6049)
C (0.4429, -0.1325, -0.1425)
C (-2.0822, 1.3280, -0.3148)
C (-2.6922, 0.1352, -0.4563)
C (-2.3397, 2.4717, -1.2102)
C (-3.5813, -1.8240, 0.3799)
N (-2.3552, -1.0809, 0.1832)
N (-0.0406, -1.2201, 0.5000)
Cl (-1.1420, 1.6509, 1.0087)
H (5.6176, 0.3857, 0.7175)
H (4.8775, -1.7778, -0.2063)
H (4.2761, 2.2686, 0.9421)
H (2.2461, -1.9222, -0.7055)
H (1.8403, 2.1880, 0.2467)
H (-1.4219, -2.6659, 1.0151)
H (-3.4382, 0.0493, -1.3062)
H (-3.1166, 2.1739, -2.0167)
H (-1.5442, 2.8765, -1.8217)
H (-2.6769, 3.3987, -0.5881)
H (-3.7498, -2.6375, -0.3527)
H (-3.6921, -2.4937, 1.3322)
H (-4.4555, -1.1612, 0.4875)
H (0.6329, -1.7889, 0.8914)

=====

no.,largest force on an atom (eV/Å),E (eV)
1,5.1,-17121.3063
2,0.4,-93508.5538
3,3.7,-81533.2376
4,4.2,-27141.8911
5,4.5,-37761.7699
6,2.8,-42104.6479
7,5.6,-28162.0649